(1)
{"formula": "C4H2O2S2", "method": "ωB97M-V with the def2-TZVPD basis set", "homo_lumo_gap_ev": [8.27, 6.64], "fmax_ev_per_a": 4.05, "e_lumo_ev": [-0.8, -1.4], "homo_energy_ev": [-9.1, -8.1], "species": ["C", "S", "C", "H", "O", "H", "C", "C", "S", "O"], "xyz": [[1.190, -1.390, -0.711], [1.407, -0.914, 1.846], [0.266, -0.005, 0.925], [-0.312, -0.014, -1.258], [3.356, -3.343, -1.360], [-0.214, 0.782, 1.540], [0.238, -0.415, -0.391], [2.014, -1.693, 0.416], [2.657, -2.808, -2.462], [1.494, -1.711, -2.009]], "lowdin_charge": [-0.46, 0.94, -0.42, 0.13, -0.49, 0.07, -0.15, -0.22, 0.97, -0.37]}

(2)
{"formula": "C4H2O5S2", "method": "ωB97M-V with the def2-TZVPD basis set", "charge": -2, "homo_lumo_gap_ev": 5.27, "fmax_ev_per_a": 2.81, "e_lumo_ev": 5.5, "homo_energy_ev": 0.3, "species": ["H", "C", "C", "O", "O", "C", "H", "C", "S", "S", "O", "O", "O"], "xyz": [[-0.472, -1.797, 1.338], [-2.594, -0.299, -0.698], [0.317, -0.249, -0.211], [-3.332, -0.189, 0.231], [-2.485, -0.609, -1.808], [1.487, -0.179, -1.199], [-0.176, 2.975, 0.242], [-0.131, 0.553, 0.973], [0.446, 2.207, 1.176], [0.001, -2.040, 0.086], [-0.918, 0.404, -0.274], [1.462, 0.693, -2.084], [2.378, -1.005, -0.920]], "lowdin_charge": [-0.14, -0.61, -0.72, 0.07, 0.12, -0.78, -0.18, -0.64, 0.58, 0.72, -0.23, -0.07, -0.13]}

(3)
{"formula": "C4H2S2", "method": "ωB97M-V with the def2-TZVPD basis set", "homo_lumo_gap_ev": [5.99, 5.94], "fmax_ev_per_a": 1.91, "e_lumo_ev": [-2.4, -2.5], "homo_energy_ev": [-8.4, -8.4], "species": ["C", "S", "H", "S", "H", "C", "C", "C"], "xyz": [[-2.558, 0.521, -0.051], [-2.734, 2.082, -0.029], [0.241, 1.916, 0.529], [-2.996, -2.325, -0.058], [-0.278, -1.068, -0.670], [-2.657, -0.756, 0.033], [0.168, -0.176, -0.230], [0.258, 0.863, 0.349]], "lowdin_charge": [-0.77, 0.78, 0.02, 0.73, 0.03, -0.74, -0.03, -0.04]}

(4)
{"formula": "C4H2S3", "method": "ωB97M-V with the def2-TZVPD basis set", "homo_lumo_gap_ev": [7.29, 6.34], "fmax_ev_per_a": 1.37, "e_lumo_ev": [-1.2, -1.8], "homo_energy_ev": [-8.5, -8.2], "species": ["S", "H", "C", "H", "C", "S", "C", "S", "C"], "xyz": [[-1.752, 1.585, 0.511], [0.011, -2.501, 0.478], [1.318, 0.535, -0.058], [2.770, 2.211, -0.537], [-0.280, -1.487, 0.271], [-2.549, 0.255, -0.680], [0.490, -0.471, 0.184], [-2.112, -1.561, 0.140], [2.103, 1.433, -0.309]], "lowdin_charge": [0.14, 0.06, -0.19, 0.03, -0.46, 0.00, -0.17, 0.44, 0.16]}

(5)
{"formula": "C4H30BO23", "method": "ωB97M-V with the def2-TZVPD basis set", "charge": -1, "homo_lumo_gap_ev": 9.16, "fmax_ev_per_a": 4.61, "e_lumo_ev": 1.4, "homo_energy_ev": -7.7, "species": ["H", "H", "O", "H", "O", "C", "H", "H", "C", "H", "H", "O", "O", "H", "O", "O", "H", "O", "H", "H", "O", "O", "O", "O", "H", "H", "H", "H", "O", "O", "H", "O", "O", "O", "O", "H", "C", "H", "O", "H", "H", "O", "O", "H", "B", "C", "H", "H", "H", "H", "H", "H", "H", "H", "O", "H", "O", "O"], "xyz": [[-19.061, -43.027, -12.454], [-20.354, -35.160, -7.545], [-13.728, -40.783, -16.959], [-20.258, -32.270, -17.786], [-19.692, -31.940, -17.089], [-18.281, -38.008, -16.870], [-13.004, -40.593, -16.363], [-21.769, -40.903, -15.112], [-17.759, -36.609, -16.748], [-22.948, -40.458, -12.080], [-21.517, -39.523, -15.681], [-18.387, -42.645, -11.892], [-18.325, -37.961, -11.219], [-20.269, -34.262, -21.115], [-13.318, -39.711, -6.916], [-15.479, -38.681, -12.005], [-11.507, -38.773, -13.318], [-17.654, -42.356, -21.682], [-10.425, -39.120, -14.319], [-12.850, -36.600, -15.557], [-20.617, -35.036, -8.457], [-21.971, -40.346, -15.863], [-17.274, -36.557, -15.499], [-19.723, -33.833, -21.774], [-19.814, -42.279, -20.201], [-13.915, -35.619, -15.998], [-18.853, -33.792, -21.376], [-22.768, -37.343, -13.440], [-20.362, -42.520, -19.454], [-18.445, -37.620, -13.625], [-13.951, -39.311, -6.319], [-16.228, -38.275, -14.138], [-17.842, -35.730, -17.614], [-20.001, -39.829, -5.695], [-18.785, -38.442, -17.912], [-19.872, -40.776, -5.634], [-16.357, -38.367, -12.822], [-17.432, -41.440, -21.854], [-13.008, -35.875, -16.162], [-18.799, -41.866, -11.518], [-16.881, -42.711, -21.244], [-23.257, -36.753, -14.014], [-18.151, -38.604, -15.705], [-20.490, -41.701, -18.976], [-17.476, -37.769, -14.720], [-17.815, -37.920, -12.352], [-14.513, -40.538, -16.470], [-19.462, -32.717, -16.579], [-19.823, -39.621, -6.612], [-10.277, -36.365, -11.334], [-22.298, -39.880, -10.841], [-11.384, -36.859, -10.427], [-13.754, -39.706, -7.767], [-24.009, -37.268, -14.304], [-22.458, -39.698, -11.767], [-20.173, -35.738, -8.933], [-11.375, -39.126, -14.198], [-10.688, -37.166, -11.009]], "lowdin_charge": [0.03, 0.02, -0.05, 0.02, -0.06, -0.38, 0.02, 0.02, -0.34, 0.03, 0.03, -0.05, 0.09, 0.03, -0.06, 0.09, 0.02, -0.05, 0.03, 0.02, -0.05, -0.05, 0.22, -0.06, 0.00, 0.03, 0.03, 0.01, -0.06, 0.17, 0.03, 0.23, 0.11, -0.06, 0.11, 0.03, -0.34, 0.04, -0.05, 0.02, 0.04, -0.05, 0.23, 0.03, -0.95, -0.22, 0.03, 0.03, 0.03, 0.03, 0.03, 0.03, 0.03, 0.03, -0.04, 0.03, -0.05, -0.05]}

(6)
{"formula": "C4H30N2O9", "method": "ωB97M-V with the def2-TZVPD basis set", "homo_lumo_gap_ev": 9.19, "fmax_ev_per_a": 2.57, "e_lumo_ev": 0.0, "homo_energy_ev": -9.2, "species": ["C", "O", "O", "H", "H", "H", "H", "H", "H", "O", "H", "H", "H", "H", "H", "H", "O", "H", "C", "H", "H", "O", "N", "H", "H", "H", "H", "O", "N", "H", "O", "H", "H", "H", "H", "H", "H", "O", "H", "C", "H", "C", "H", "O", "H"], "xyz": [[0.078, 0.437, -2.325], [-2.536, 3.261, -0.014], [-1.582, -4.264, -0.261], [1.012, 0.953, -2.188], [-0.952, -4.083, -0.944], [3.687, 1.492, -0.648], [0.922, 0.587, 0.443], [-0.356, 3.019, 1.583], [-0.071, -1.507, -1.328], [3.024, 2.165, -0.559], [2.189, 1.698, -0.718], [-3.017, -2.027, 1.972], [0.548, -3.092, -1.773], [-3.131, -0.257, 1.583], [-0.772, 1.111, -2.310], [-0.533, -0.010, 2.672], [3.239, -3.514, -0.585], [-2.517, -4.219, -0.609], [-0.068, -0.446, -1.048], [0.028, -0.304, -3.117], [-1.157, -2.114, 0.351], [2.214, 1.716, 2.371], [1.085, -0.211, -0.148], [1.555, 2.453, 2.345], [-3.683, -1.546, 0.421], [-2.000, 2.791, -0.688], [-1.298, 0.675, 0.226], [0.116, 3.201, -1.528], [-1.582, -1.286, 0.717], [1.622, -3.926, -1.017], [-0.267, 0.615, 3.326], [0.700, 3.886, -1.202], [3.410, -2.948, -1.322], [1.212, -0.974, 0.538], [-2.146, -0.160, -1.133], [-0.557, 2.576, 2.881], [0.689, 0.750, 3.179], [0.863, -4.016, -1.659], [-2.676, 4.133, -0.467], [-1.410, -0.278, -0.324], [2.719, 1.988, 1.569], [-2.970, -1.261, 1.199], [3.674, -3.136, 0.190], [-0.064, 3.276, 2.455], [0.759, 2.797, -2.107]], "lowdin_charge": [-0.03, -0.09, -0.07, 0.04, -0.03, 0.04, 0.04, 0.02, 0.09, -0.05, -0.02, 0.08, 0.02, 0.08, 0.06, 0.00, -0.03, 0.08, -0.40, 0.08, 0.06, -0.10, 0.05, 0.01, 0.07, 0.00, 0.11, -0.04, -0.11, 0.02, -0.05, 0.06, 0.05, 0.09, 0.12, 0.02, 0.02, -0.09, 0.06, -0.23, 0.03, -0.10, 0.07, -0.04, 0.01]}